# 1
Here is a molecular structure, C5H8O from the OMol25 dataset. Energies are from the ωB97M-V functional and the def2-TZVPD basis.

Structure (XYZ):
```
14
Properties=species:S:1:pos:R:3:forces:R:3
O -2.5117 -0.3877 1.5956 0.184 -0.053 -0.018
C -1.3194 -0.6337 1.4547 0.149 0.079 -0.099
C -0.4926 -0.1611 0.4067 -0.522 -0.157 0.105
C -0.6790 0.7127 -0.8116 -0.101 0.099 -0.102
C 0.7182 0.2099 -1.2764 0.119 0.014 -0.138
C 0.9150 -0.4554 0.0879 0.164 -0.246 -0.016
H -0.7891 -1.2988 2.1826 -0.088 0.063 -0.063
H 0.9476 0.4043 0.9770 0.271 0.121 0.088
H -1.5133 0.4498 -1.4692 0.122 0.047 0.101
H -0.7144 1.7962 -0.6300 0.011 -0.135 -0.004
H 0.6450 -0.5770 -2.0317 0.009 0.108 0.122
H 1.4676 0.9439 -1.5849 -0.111 -0.115 0.045
H 1.4626 -1.3706 0.3197 -0.092 0.190 -0.032
H 1.8928 0.3927 0.6976 -0.116 -0.015 0.011
```
Forces are in eV/Å.

Values from the calculation:
spin multiplicity	1
Kohn-Sham gap	7.86	eV
HOMO energy	-7.71	eV

These are the natural (NBO) partial charges, in e, on atoms 1 to 2: -0.608 0.358

***

# 2
Here is 4 unconnected molecules or ions with the total composition C10H20Cl4O5 from the OMol25 dataset. Energies are from the ωB97M-V functional and the def2-TZVPD basis.

Structure (XYZ):
```
39
Properties=species:S:1:pos:R:3:forces:R:3
C -0.0518 -3.0824 1.9876 0.493 0.899 0.450
C -0.3471 -3.0718 0.4997 -0.341 -1.332 0.934
O 0.7135 -2.3765 -0.1380 -0.125 0.227 0.169
C 0.9597 -2.7203 -1.3964 0.103 0.454 -0.760
O 0.4505 -3.5934 -2.0412 -0.132 -0.259 0.187
O 1.8734 -1.8637 -1.8579 -0.004 0.290 0.321
C 2.2696 -2.0155 -3.2130 0.264 -0.564 -0.506
H -0.7116 -3.6634 2.6292 -0.313 -0.217 -0.463
H -0.0936 -2.0580 2.3757 0.219 -0.334 -0.103
H 0.9622 -3.4418 2.1708 -0.010 -0.058 -0.113
H -1.3171 -2.6211 0.2949 0.083 0.255 -0.252
H -0.3765 -4.1043 0.1477 -0.024 0.130 -0.247
H 1.4933 -1.7420 -3.9260 -0.169 0.189 0.244
H 2.5314 -3.0532 -3.4267 0.103 0.040 0.142
H 3.1325 -1.3705 -3.3314 0.010 0.022 -0.061
C -2.0749 1.1988 3.1052 0.163 0.702 0.074
C -1.1882 0.0419 2.6981 -0.434 -0.350 0.766
O 0.1442 0.4410 2.3653 0.039 0.234 0.410
C 0.3061 1.0565 1.2025 0.583 -0.118 -1.348
C 1.6736 1.6604 1.0275 0.085 0.334 0.677
O -0.5281 1.1016 0.3300 -0.415 0.112 0.196
H -1.6388 1.7370 3.9526 0.042 -0.327 0.134
H -3.0454 0.8187 3.4191 -0.065 0.018 -0.074
H -2.2107 1.9883 2.3627 -0.102 -0.442 -0.366
H -1.0686 -0.5854 3.5860 0.167 0.053 -0.106
H -1.6078 -0.6187 1.9394 -0.035 0.429 -0.308
H 1.9718 1.7540 -0.0114 -0.210 -0.269 -0.119
H 2.4237 1.1238 1.6052 -0.008 -0.019 -0.055
H 1.6242 2.6794 1.4283 0.047 -0.076 0.063
Cl 1.5108 1.3301 -3.6119 0.056 0.272 0.331
C 0.0064 0.8090 -2.8375 -0.302 -0.588 -0.962
Cl -0.9436 -0.1236 -4.0530 -0.020 0.093 0.321
H 0.2259 0.1234 -2.0311 0.054 0.234 0.178
H -0.6039 1.6606 -2.5727 0.182 0.074 0.216
Cl -1.1888 4.4730 -2.6352 -0.128 0.008 0.058
C -1.1746 4.5418 -0.8712 0.138 -0.098 0.359
Cl -2.7575 4.3024 -0.1109 -0.024 -0.018 -0.187
H -0.5278 3.7504 -0.5079 -0.008 -0.037 -0.059
H -0.8167 5.5134 -0.5538 0.032 0.039 -0.140
```
Forces are in eV/Å.

Values from the calculation:
spin multiplicity	1
Kohn-Sham gap	11.26	eV
HOMO energy	-10.66	eV
SMILES	CCOC(=O)OC.CCOC(C)=O.ClCCl.ClCCl

These are the natural (NBO) partial charges, in e, on atoms 1 to 2: -0.630 -0.077

***

# 3
Here is a molecular structure, C32H48AsBrNO6RuS4Si2 from the OMol25 dataset. Energies are from the ωB97M-V functional and the def2-TZVPD basis.

Structure (XYZ):
```
96
Properties=species:S:1:pos:R:3:forces:R:3
Ru 1.1366 0.0542 1.6874 0.070 -0.674 -0.119
S 2.4928 0.3488 3.5332 0.254 0.037 0.066
C 3.9644 1.0266 2.8786 -0.051 -0.009 0.039
C 5.0386 1.3491 3.7181 0.015 0.006 -0.011
C 6.2044 1.9017 3.2175 -0.008 0.002 -0.007
C 6.3269 2.1470 1.8504 0.014 0.002 0.007
C 5.2724 1.8333 1.0088 -0.023 -0.008 -0.010
C 4.0905 1.2773 1.5039 0.008 0.013 0.024
S 2.7619 0.9261 0.4087 0.010 0.093 -0.127
H 4.9374 1.1549 4.7804 0.001 -0.002 -0.001
H 7.0208 2.1405 3.8906 0.001 -0.001 0.001
H 7.2380 2.5746 1.4471 0.000 0.002 -0.002
H 5.3495 2.0125 -0.0588 0.007 0.001 0.003
C -5.4913 1.6534 2.0402 -0.002 0.011 -0.004
Si -3.6500 1.8506 2.4063 -0.015 0.006 -0.016
C -3.3060 3.6947 2.4819 0.003 -0.008 0.002
C -3.2506 1.0154 4.0252 0.016 0.014 0.000
C -2.7138 0.9874 1.0347 0.029 -0.121 -0.169
C -3.3437 0.1513 0.1175 -0.011 0.006 0.008
C -2.6162 -0.7154 -0.6919 -0.012 0.009 -0.007
C -1.2425 -0.7723 -0.5309 0.068 0.015 -0.066
N -0.6056 0.0404 0.3058 0.118 -0.035 0.067
C -1.3100 0.9268 1.0360 0.023 0.206 0.164
S -0.2377 1.8353 2.0674 -0.272 0.289 -0.004
H -6.0766 2.1774 2.8008 -0.001 -0.006 0.002
H -5.7929 0.6036 2.0540 0.003 0.000 -0.002
H -5.7570 2.0733 1.0663 -0.001 0.001 0.003
H -3.9669 4.1726 3.2113 0.009 0.002 0.005
H -3.4743 4.1636 1.5095 -0.013 0.000 0.000
H -2.2720 3.8835 2.7736 0.002 0.000 -0.004
H -3.7600 1.4964 4.8653 -0.009 0.002 -0.005
H -2.1738 1.0441 4.2011 0.000 -0.010 0.000
H -3.5344 -0.0392 3.9982 0.001 0.001 -0.001
H -4.4274 0.1428 0.0531 0.000 0.001 0.008
H -3.1070 -1.3778 -1.3923 0.004 -0.001 -0.003
H -0.6170 -1.4760 -1.0675 0.006 0.004 0.018
O 1.1414 -3.1141 3.8996 -0.177 0.011 0.070
As -0.3914 -2.6136 3.1890 0.275 -0.214 0.111
O -1.6230 -3.0436 4.1719 -0.031 -0.016 0.024
O -0.2898 -0.9985 2.7982 -0.282 0.157 0.164
C -0.5502 -3.7257 1.5851 -0.031 0.005 0.092
C -1.7045 -4.5140 1.5822 0.001 -0.022 -0.018
C -1.9579 -5.4106 0.5584 0.027 0.026 -0.014
C -1.0445 -5.5428 -0.4818 -0.012 0.004 0.012
C 0.0993 -4.7665 -0.4900 0.006 0.006 -0.011
C 0.3482 -3.8530 0.5338 -0.011 0.029 -0.152
S 1.8378 -2.8789 0.2885 0.024 -0.182 0.136
O 2.9087 -3.8463 0.2086 -0.009 0.036 0.012
O 1.9476 -2.0265 1.5018 -0.027 0.266 -0.211
O 1.5763 -2.1283 -0.9197 -0.008 0.017 -0.060
H 1.8361 -2.6630 3.3898 0.024 -0.023 0.011
H -2.3844 -4.4061 2.4189 0.006 0.004 0.008
H -2.8611 -6.0099 0.5746 0.003 -0.003 -0.002
H -1.2229 -6.2491 -1.2846 -0.006 0.001 0.000
H 0.8231 -4.8528 -1.2908 -0.014 0.001 -0.010
C 3.4361 4.4727 -1.2545 0.021 0.015 0.012
C 2.1386 5.0992 -0.7187 -0.014 0.003 0.003
C 1.9134 4.4850 0.6747 0.028 -0.030 -0.014
C 2.3597 6.6104 -0.5439 -0.003 -0.010 -0.001
Si 0.6896 4.7075 -1.9188 0.010 0.015 0.028
Br 0.2653 2.5239 -1.7312 -0.045 0.013 -0.027
C 1.1647 4.9609 -3.7778 -0.008 0.009 0.016
C 1.8287 6.3249 -4.0163 0.000 0.001 -0.009
C -0.0730 4.8645 -4.6809 0.002 -0.015 0.012
C 2.1278 3.8672 -4.2650 0.043 -0.020 0.000
C -0.9548 5.5993 -1.4436 0.016 0.008 -0.011
C -2.1917 4.8796 -2.0035 0.006 -0.001 0.021
C -0.9777 7.0598 -1.9206 -0.011 -0.015 0.000
C -1.1219 5.5954 0.0825 0.003 -0.002 0.008
H 4.2252 4.6131 -0.5080 -0.005 -0.004 0.001
H 3.7750 4.9345 -2.1844 0.003 0.013 0.035
H 3.3267 3.3956 -1.4025 0.001 0.006 0.003
H 2.8338 4.6069 1.2573 0.000 0.004 -0.003
H 1.7065 3.4151 0.6323 0.015 0.035 -0.011
H 1.1097 4.9642 1.2277 -0.018 0.010 0.007
H 3.2293 6.7635 0.1053 0.001 -0.002 -0.003
H 1.5092 7.0931 -0.0593 -0.008 0.007 0.002
H 2.5554 7.1300 -1.4842 -0.001 0.004 -0.004
H 1.2146 7.1588 -3.6702 -0.004 0.008 0.002
H 1.9964 6.4620 -5.0919 0.002 -0.002 0.003
H 2.7993 6.3948 -3.5242 0.000 -0.004 -0.003
H -0.7805 5.6771 -4.5188 -0.020 0.021 0.017
H -0.5963 3.9168 -4.5396 -0.006 -0.001 0.010
H 0.2491 4.9137 -5.7284 -0.005 0.000 0.003
H 3.0620 3.8394 -3.7074 -0.052 -0.013 -0.054
H 2.3701 4.0579 -5.3181 -0.001 0.000 0.000
H 1.6747 2.8787 -4.1954 0.000 0.001 -0.006
H -2.1948 4.8001 -3.0886 0.018 -0.002 -0.048
H -3.0852 5.4433 -1.7075 0.002 -0.002 -0.003
H -2.2801 3.8736 -1.5924 0.002 0.001 -0.008
H -1.0030 7.1433 -3.0081 0.000 -0.007 -0.018
H -0.1191 7.6294 -1.5603 0.020 0.004 0.012
H -1.8807 7.5486 -1.5350 0.002 -0.002 0.001
H -1.0285 4.5921 0.5054 -0.004 0.002 -0.005
H -2.1221 5.9705 0.3291 -0.001 0.002 0.005
H -0.4000 6.2441 0.5780 0.011 0.000 0.009
```
Forces are in eV/Å.

Values from the calculation:
spin multiplicity	2
charge	-2
Kohn-Sham gap (spin up / spin down)	5.19 / 5.32	eV
HOMO energy (spin up / spin down)	-1.46 / -1.60	eV

These are the Löwdin partial charges, in e, on atoms 1 to 2: 0.583 0.582

***

Taking the records one at a time from the top gives energy values of -270.3478 -2610.0140 -8831.1034 a.u..